The following is a DFT calculation (ωB97M-V/def2-TZVPD) of a cluster of 2 separate species, C3H11NS in total at a distorted geometry.

Gap between HOMO and LUMO   8.83 eV
LUMO level   0.693 eV
SMILES   CCCS.N

Each atom is followed by the atoms it is bonded to, with distances in Å.
Element x y z (Å)
1 N 3.104 0.129 1.095  H2 1.016, H3 1.005, H5 1.010
2 H 3.835 -0.572 1.015  N1 1.016
3 H 3.180 1.005 0.608  N1 1.005
4 H 1.946 -0.078 0.079  S9 1.464
5 H 2.891 0.216 2.078  N1 1.010
6 C -2.251 -0.768 -0.987  C7 1.510, H10 1.095, H11 1.114, H12 1.099
7 C -1.581 -0.103 0.192  C6 1.510, C8 1.521, H13 1.117, H14 1.113
8 C -0.552 0.925 -0.254  C7 1.521, S9 2.123, H15 1.085, H16 1.095
9 S 1.022 -0.263 -1.042  H4 1.464, C8 2.123
10 H -2.859 -0.061 -1.560  C6 1.095
11 H -2.948 -1.586 -0.691  C6 1.114
12 H -1.476 -1.212 -1.628  C6 1.099
13 H -2.335 0.254 0.935  C7 1.117
14 H -0.995 -0.867 0.750  C7 1.113
15 H -0.114 1.501 0.554  C8 1.085
16 H -0.868 1.481 -1.143  C8 1.095